[1]
57
Properties=species:S:1:pos:R:3:forces:R:3 method="wB97M-V/def2-TZVPD" gap_ev="5.58 / 5.88" multiplicity=2 charge=+3
Tc -0.403 -1.022 -0.750 0.296 -0.300 -0.291
F 5.688 -3.234 -2.418 0.008 -0.143 -0.042
O 1.442 -1.028 -1.018 0.150 0.047 -0.126
O -0.978 -2.618 -0.183 -0.350 0.127 0.086
O 0.458 2.619 0.474 0.125 -0.039 -0.131
O -2.521 -4.156 0.439 -0.063 0.224 -0.102
O -0.266 0.780 -0.612 -0.053 0.271 0.321
N -6.904 0.135 4.165 -0.014 -0.020 -0.030
N -7.821 0.491 2.087 -0.010 -0.013 0.000
N -2.608 -0.811 -0.767 -0.078 -0.060 -0.111
N 4.387 1.820 -0.759 -0.053 -0.012 0.018
N -6.406 -1.314 2.438 0.025 0.031 -0.022
C -5.876 -1.461 -0.065 -0.063 -0.014 -0.068
C 6.367 -1.080 -1.851 -0.080 0.020 0.007
C 3.148 2.116 -0.437 0.069 -0.075 -0.052
C 2.102 1.182 -0.504 0.196 0.069 -0.004
C 6.754 2.312 -0.299 0.008 0.058 -0.007
C -3.266 -1.849 0.082 0.088 -0.068 -0.047
C 5.036 4.148 -0.025 0.021 -0.005 -0.004
C 4.043 -1.758 -1.706 0.119 0.019 -0.013
C -2.308 -3.044 0.145 0.177 -0.087 0.282
C 3.728 -0.460 -1.275 -0.018 0.040 0.051
C 4.742 0.526 -1.153 -0.029 0.090 0.002
C -7.056 -0.235 2.897 -0.064 -0.014 0.047
C -6.690 -1.952 1.147 -0.026 -0.044 0.015
C 6.089 0.198 -1.424 -0.093 -0.045 -0.002
C -4.638 -2.304 -0.420 0.039 -0.084 0.004
C 0.759 1.651 -0.128 -0.287 -0.154 -0.013
C 5.352 -2.031 -2.002 -0.122 0.140 0.071
C 7.199 1.189 -1.216 0.011 -0.022 0.032
C 5.449 2.909 -0.794 -0.048 -0.012 -0.009
C 2.397 -0.098 -0.932 0.037 -0.070 0.024
H -2.926 -0.933 -1.729 -0.039 0.041 -0.030
H 5.542 3.146 -1.859 0.007 0.007 0.026
H 5.876 4.840 -0.052 -0.001 -0.001 -0.001
H -2.899 0.126 -0.497 0.078 0.048 0.063
H 4.191 4.673 -0.467 0.000 0.007 -0.003
H -7.425 0.909 4.547 0.012 0.023 0.000
H 6.633 1.963 0.730 -0.009 -0.006 -0.003
H 7.513 1.591 -2.183 -0.018 0.005 0.010
H -4.561 -2.390 -1.508 -0.020 -0.006 -0.006
H -6.417 -0.447 4.826 0.014 0.000 0.010
H 4.829 3.926 1.024 -0.003 -0.007 0.000
H -8.026 0.192 1.150 0.018 0.013 0.003
H -3.297 -1.449 1.101 -0.075 -0.055 -0.003
H -5.640 -0.397 0.029 0.020 -0.004 0.056
H 8.060 0.667 -0.799 0.015 0.019 -0.022
H -7.758 -1.854 0.941 0.016 0.022 -0.008
H 7.502 3.103 -0.283 -0.002 -0.002 0.010
H -8.371 1.255 2.447 0.007 0.006 -0.002
H 7.387 -1.376 -2.065 0.000 -0.008 0.001
H -6.534 -3.021 1.292 -0.003 0.001 -0.008
H 3.288 -2.523 -1.798 0.006 0.000 -0.009
H 2.934 3.128 -0.128 0.003 -0.006 0.010
H -5.964 -1.886 3.140 0.026 -0.007 0.001
H -6.546 -1.537 -0.922 0.010 0.049 -0.006
H -4.788 -3.328 -0.073 0.022 0.010 0.023


[2]
52
Properties=species:S:1:pos:R:3:forces:R:3 method="wB97M-V/def2-TZVPD" gap_ev="6.98 / 7.22" multiplicity=2 relative_energy_ev=0.0322 charge=+1
Ge -1.900 -2.302 -1.437 0.025 0.072 0.007
Ti -0.023 -0.546 -0.672 -0.295 0.222 0.327
N 0.728 -0.592 1.403 -0.038 -0.066 -0.406
N 0.614 1.450 -1.314 0.081 -0.283 0.013
N 2.104 3.075 -1.490 0.001 -0.085 0.041
N 2.247 -1.019 2.952 -0.028 0.076 -0.017
N 2.514 -0.570 -0.759 0.086 -0.001 -0.003
C -0.628 -0.826 5.288 0.021 0.000 0.022
C -1.865 -0.525 -0.553 0.078 -0.036 0.115
C -1.255 -0.466 2.967 0.016 -0.009 0.022
C -3.617 -2.756 -2.234 0.040 0.015 -0.001
C -0.550 -2.074 -2.897 0.276 0.161 -0.039
C -1.201 -3.752 -0.300 -0.067 -0.135 -0.017
C 0.481 5.019 -1.714 -0.013 0.011 -0.013
C 2.978 0.723 -1.301 0.047 0.010 -0.047
C 1.889 1.748 -1.339 -0.062 0.024 -0.039
C 0.705 -1.001 4.975 -0.001 -0.018 0.004
C -1.592 -0.563 4.302 -0.014 0.000 -0.027
C 0.860 3.691 -1.566 -0.034 -0.010 -0.020
C 1.037 -0.902 3.630 -0.054 0.001 -0.021
C -0.070 2.657 -1.453 -0.005 0.079 0.032
C 0.087 -0.640 2.644 0.000 0.044 0.065
C -0.877 5.266 -1.745 0.027 0.018 0.000
C -1.820 4.233 -1.630 -0.015 -0.042 0.005
C -1.436 2.915 -1.481 -0.009 0.022 -0.005
C 3.043 -0.920 0.572 0.023 -0.026 0.038
C 1.996 -0.823 1.640 0.056 -0.029 0.004
H -1.171 -4.703 -0.834 -0.003 0.002 0.004
H 1.444 -1.207 5.738 0.001 0.003 0.005
H 0.237 -1.304 -2.734 0.021 -0.009 -0.033
H 3.835 1.103 -0.738 -0.012 -0.001 0.005
H 3.144 -1.213 3.364 0.010 0.005 -0.012
H -1.978 -0.275 2.186 -0.006 0.003 0.007
H -4.386 -2.840 -1.468 0.025 0.008 0.032
H -3.549 -3.708 -2.760 0.016 0.001 0.002
H -2.872 4.480 -1.660 -0.005 -0.004 -0.001
H -2.878 -0.187 -0.337 -0.013 -0.020 -0.012
H -1.822 -3.873 0.589 -0.015 0.014 -0.009
H -3.917 -1.985 -2.941 0.014 0.016 0.007
H -1.060 -1.698 -3.784 -0.047 -0.087 -0.010
H 3.409 -1.949 0.547 -0.002 0.009 0.001
H -0.942 -0.895 6.321 0.010 0.000 0.005
H -0.183 -3.539 0.046 -0.012 0.050 -0.024
H -2.144 2.102 -1.390 0.002 0.002 0.001
H -1.226 6.283 -1.861 0.008 0.005 0.001
H 3.324 0.566 -2.326 0.010 0.005 0.014
H 3.899 -0.292 0.837 -0.006 -0.007 -0.004
H 2.815 -1.291 -1.401 -0.069 -0.012 -0.006
H 3.002 3.526 -1.532 -0.009 0.025 -0.008
H -2.623 -0.437 4.602 -0.006 0.002 -0.013
H 1.204 5.819 -1.804 0.003 0.002 0.002
H -0.009 -2.986 -3.148 -0.054 -0.029 0.005


[3]
52
Properties=species:S:1:pos:R:3:forces:R:3 method="wB97M-V/def2-TZVPD" gap_ev="6.35 / 6.28" multiplicity=2 relative_energy_ev=0.0000 charge=+1
Ir -0.076 1.384 -0.195 -0.185 -0.242 -0.527
S -0.188 3.461 -0.728 0.259 0.102 0.036
S 1.918 1.745 0.594 0.455 0.343 0.131
O -1.941 0.994 -1.143 -0.149 -0.123 0.070
O 0.244 -0.683 -0.040 -0.363 0.361 0.063
N 4.602 4.243 0.919 -0.019 0.000 0.014
N 1.671 6.644 -0.884 0.003 0.004 0.000
C 1.516 5.530 -0.647 -0.010 -0.036 -0.019
C -3.741 1.336 -2.660 0.008 -0.006 -0.007
C 0.625 -1.494 2.166 -0.034 0.073 0.083
C -1.863 -1.667 1.993 0.011 -0.009 -0.030
C 2.903 -2.779 1.063 0.009 0.063 -0.060
C 3.561 3.856 0.624 0.008 -0.019 -0.048
C -0.831 0.514 2.836 0.082 0.052 -0.033
C -3.193 0.963 -0.394 0.029 0.081 0.034
C 0.942 -1.394 0.753 0.136 -0.204 -0.108
C -4.204 0.546 -1.434 0.000 -0.011 0.006
C 2.279 3.347 0.249 -0.260 0.032 -0.026
C 2.647 -0.859 -1.951 0.012 0.015 0.020
C 1.511 -2.160 2.968 -0.009 -0.001 -0.007
C 2.657 -2.775 2.437 -0.003 0.006 0.043
C 2.063 -2.132 0.190 0.087 -0.056 0.074
C 1.139 -2.893 -2.011 -0.019 0.027 -0.022
C -0.693 -1.004 2.730 -0.025 -0.042 -0.031
C 2.307 -2.202 -1.297 -0.040 -0.021 -0.008
C 1.305 4.147 -0.361 0.086 -0.075 0.120
C -2.222 1.334 -2.541 0.092 -0.067 -0.019
H 0.235 -2.286 -1.963 0.012 -0.005 -0.004
H -0.726 -1.372 3.759 0.067 -0.050 -0.017
H 1.798 -0.176 -1.942 -0.009 -0.005 -0.005
H 3.188 -2.838 -1.409 -0.017 -0.026 -0.018
H -3.388 1.967 -0.008 -0.019 -0.012 0.015
H 3.339 -3.288 3.102 -0.003 0.001 0.002
H 3.492 -0.375 -1.458 -0.006 0.008 0.018
H 1.392 -3.044 -3.060 0.001 -0.006 -0.001
H 0.925 -3.869 -1.574 0.008 -0.001 0.004
H -0.798 1.038 1.865 -0.159 -0.187 0.180
H 2.926 -1.032 -2.991 0.010 0.000 0.004
H -1.738 -2.751 1.971 -0.018 -0.008 0.025
H -4.066 0.889 -3.596 -0.007 0.005 -0.003
H -1.739 0.566 -3.142 -0.012 -0.005 0.002
H -1.934 -1.328 0.959 0.024 -0.029 0.049
H 3.771 -3.299 0.678 -0.006 -0.011 0.004
H -4.136 -0.528 -1.611 -0.010 -0.003 0.002
H -2.802 -1.454 2.505 0.005 0.044 -0.015
H -0.026 0.944 3.433 -0.014 -0.017 0.051
H 1.310 -2.245 4.028 0.004 -0.001 0.001
H -5.222 0.787 -1.135 -0.002 0.002 -0.006
H -1.781 0.769 3.305 -0.006 0.003 0.019
H -3.061 0.270 0.434 -0.010 0.053 -0.072
H -1.773 2.300 -2.766 0.009 0.001 0.014
H -4.125 2.356 -2.620 -0.003 -0.001 0.005


[4]
52
Properties=species:S:1:pos:R:3:forces:R:3 method="wB97M-V/def2-TZVPD" gap_ev="5.06 / 5.05" relative_energy_ev=0.0000 charge=+1
Te 3.489 3.150 2.568 0.070 0.058 0.069
Te 2.796 1.528 0.554 -0.240 -0.101 -0.087
Te 1.119 3.302 3.888 -0.042 -0.019 0.001
Te -0.449 2.870 1.752 -0.022 -0.052 0.025
Mo 0.380 0.539 0.593 0.262 0.247 -0.168
O 1.173 0.165 -1.276 0.028 0.008 0.024
O -1.132 1.420 -0.589 0.047 0.000 0.043
C -1.413 -0.625 1.534 0.038 -0.031 -0.077
C 2.727 -1.911 1.367 0.008 0.025 -0.007
C -0.296 1.327 -2.807 -0.063 0.041 0.005
C 0.809 -0.700 2.553 0.045 -0.138 -0.002
C 0.389 -1.897 0.434 -0.005 -0.017 -0.015
C 0.858 -2.813 -0.655 -0.009 0.005 -0.004
C 1.731 -0.515 3.734 -0.029 0.029 0.010
C -0.908 -1.347 0.390 -0.135 -0.038 0.089
C 1.491 0.585 -4.815 -0.005 0.004 -0.009
C 1.294 -1.450 1.418 -0.060 0.061 0.056
C 0.360 1.354 -5.147 0.012 -0.010 0.017
C -1.262 1.681 -1.816 0.014 -0.025 -0.067
C 0.855 0.563 -2.480 -0.002 -0.039 0.066
C -0.508 1.710 -4.157 0.000 -0.002 0.002
C -2.527 2.397 -2.181 0.009 0.004 -0.001
C -1.128 0.180 3.917 -0.002 -0.014 -0.002
C -1.791 -1.608 -0.801 0.001 0.010 -0.003
C 1.732 0.198 -3.524 0.019 -0.015 -0.013
C -0.573 -0.396 2.648 0.048 -0.003 0.075
C -2.864 -0.223 1.574 0.004 0.002 -0.023
H 0.028 -3.373 -1.078 0.000 -0.001 -0.001
H 1.169 -0.489 4.664 0.009 0.023 -0.007
H -0.392 0.791 4.431 0.000 0.006 0.001
H 2.187 0.298 -5.593 -0.002 0.001 0.003
H -2.292 3.395 -2.555 -0.001 -0.006 -0.001
H 2.424 -1.350 3.803 -0.013 -0.018 -0.001
H -1.410 -0.645 4.579 -0.001 0.001 -0.004
H 2.608 -0.380 -3.263 -0.002 0.003 -0.002
H -1.202 -1.641 -1.716 0.001 -0.001 0.000
H -3.069 1.868 -2.964 0.002 0.000 0.004
H -2.994 0.809 1.237 0.001 0.004 0.014
H 1.586 -3.523 -0.271 0.002 0.002 0.005
H 0.186 1.659 -6.169 0.003 -0.002 0.003
H 2.313 0.404 3.672 0.020 0.004 -0.018
H -2.538 -0.828 -0.915 0.008 -0.002 -0.002
H -3.261 -0.300 2.581 0.003 -0.011 0.007
H -2.000 0.798 3.739 -0.010 0.006 -0.007
H -3.466 -0.869 0.941 0.004 0.011 0.000
H 3.381 -1.238 1.913 -0.012 -0.003 -0.001
H -1.378 2.301 -4.407 0.003 -0.002 0.003
H -3.152 2.492 -1.297 0.001 -0.002 0.005
H -2.313 -2.562 -0.700 0.003 0.002 0.004
H 1.330 -2.237 -1.454 0.005 -0.003 0.003
H 2.818 -2.908 1.806 -0.011 -0.010 -0.005
H 3.086 -1.957 0.341 -0.004 0.010 -0.003


| no. | DFT total energy (eV) |
| --- | --- |
| 1 | -43725.8190 |
| 2 | -108222.3477 |
| 3 | -52721.9813 |
| 4 | -56266.1549 |